Computed, not measured: a 5-piece molecular cluster, C22H43NO7S2 overall, with ωB97M-V/def2-TZVPD.

The value obtained for the max |F| is 7.73 eV/A. Its charge is 0. Its molar mass is 497.7 g/mol. The HOMO energy comes out at -8.27 eV. Its HOMO-LUMO gap is 6.6 eV.

XYZ file:
```
75
C22H43NO7S2 | the Open Molecules 2025 dataset | ωB97M-V/def2-TZVPD
O 5.381 2.218 2.303
S 4.138 2.929 1.659
O 3.472 1.952 0.431
C 3.995 2.286 -0.902
C 2.994 3.294 -1.772
C 1.880 4.071 -0.855
C 0.560 3.184 -0.460
C 0.413 1.553 -0.532
C -1.050 0.858 -0.125
C -2.369 1.736 0.361
C -2.206 3.365 0.474
C -0.768 4.039 0.065
O 4.789 4.400 1.031
N 4.832 5.302 2.058
C 3.511 5.498 2.466
S 2.067 6.359 2.879
H 4.023 1.274 -1.535
H 5.113 2.675 -0.901
H 3.708 4.127 -2.219
H 2.528 2.742 -2.716
H 1.484 4.981 -1.518
H 2.295 4.550 0.133
H 1.328 0.895 -0.866
H -1.208 -0.319 -0.198
H -3.418 1.254 0.641
H -3.063 4.074 0.838
H -0.675 5.216 0.141
C -5.420 -0.644 -0.841
C -4.052 -0.939 -1.435
C -4.171 -1.546 -2.824
O -3.352 -1.842 -0.583
H -6.009 -1.562 -0.738
H -5.320 -0.219 0.164
H -5.978 0.061 -1.466
H -3.466 -0.016 -1.486
H -4.716 -2.497 -2.791
H -3.179 -1.765 -3.234
H -4.691 -0.869 -3.508
H -3.866 -2.666 -0.532
C -3.584 -2.069 4.541
C -4.659 -2.553 3.580
C -4.167 -3.723 2.743
O -5.039 -1.483 2.719
H -2.699 -1.721 3.996
H -3.948 -1.219 5.128
H -3.281 -2.865 5.227
H -5.549 -2.852 4.144
H -3.303 -3.433 2.134
H -4.947 -4.053 2.047
H -3.881 -4.569 3.375
H -4.255 -1.210 2.214
C 6.253 1.655 -5.009
C 4.992 2.467 -5.256
C 5.102 3.287 -6.532
O 4.768 3.340 -4.152
H 7.124 2.310 -4.892
H 6.164 1.080 -4.081
H 6.444 0.962 -5.834
H 4.129 1.796 -5.324
H 5.932 4.000 -6.469
H 4.192 3.876 -6.691
H 5.259 2.643 -7.403
H 5.529 3.940 -4.084
C 0.016 -5.224 4.576
C -1.059 -5.708 3.615
C -0.567 -6.878 2.778
O -1.439 -4.638 2.754
H 0.901 -4.876 4.031
H -0.348 -4.374 5.163
H 0.319 -6.021 5.263
H -1.949 -6.008 4.179
H 0.297 -6.589 2.169
H -1.347 -7.208 2.083
H -0.281 -7.724 3.411
H -0.655 -4.366 2.250
```